1.
{
  "formula": "C2H4N6",
  "method": "wB97M-V/def2-TZVPD",
  "elements": ["H", "N", "C", "N", "C", "N", "N", "N", "N", "H", "H", "H"],
  "xyz": [[3.529, -1.051, 0.005], [3.166, -0.014, -0.179], [1.907, -0.209, -0.067], [0.944, 0.853, -0.137], [-0.165, 0.320, 0.018], [-0.739, -0.992, 0.129], [-1.907, -1.062, -0.164], [-2.455, 0.169, -0.366], [-1.352, 1.019, 0.163], [1.674, -1.301, 0.333], [-3.222, 0.210, 0.270], [-1.380, 2.057, -0.006]],
  "mulliken_charge": [0.297, -0.551, 0.147, -0.531, 0.514, -0.048, -0.325, -0.043, -0.222, 0.177, 0.289, 0.297],
  "smiles": "[H]/N=C/N=c1\\nn[nH][nH]1",
  "homo_lumo_gap_ev": 9.63,
  "lumo_ev": 0.049,
  "multiplicity": 1
}



2.
{
  "formula": "C2H4N6",
  "method": "wB97M-V/def2-TZVPD",
  "elements": ["C", "C", "H", "H", "H", "H", "N", "N", "N", "N", "N", "N"],
  "xyz": [[0.975, -1.702, 0.582], [-0.119, 0.275, -0.059], [1.402, -3.251, -1.069], [1.108, -1.200, 1.861], [-2.088, 2.540, 0.255], [-1.347, 0.376, -1.699], [1.395, -2.736, 0.066], [0.017, -1.004, -0.251], [0.683, 1.153, 0.608], [0.020, 2.225, 0.730], [-0.988, 2.393, -0.301], [-1.055, 0.931, -0.725]],
  "mulliken_charge": [0.207, 0.498, 0.316, 0.240, 0.351, 0.364, -0.648, -0.630, -0.061, -0.234, -0.180, -0.221],
  "homo_lumo_gap_ev": 7.79,
  "lumo_ev": -0.866,
  "multiplicity": 1
}



3.
{
  "formula": "C2H4NO",
  "method": "wB97M-V/def2-TZVPD",
  "elements": ["O", "N", "C", "C", "H", "H", "H", "H"],
  "xyz": [[2.625, -0.191, -0.045], [1.478, 0.067, 0.032], [0.007, -0.820, 0.013], [0.297, 0.755, 0.010], [-0.426, -1.413, 0.792], [0.066, -1.321, -0.909], [0.334, 1.328, -0.877], [-0.103, 1.480, 0.724]],
  "mulliken_charge": [-0.225, 0.488, -0.294, -0.181, 0.288, 0.300, 0.294, 0.330],
  "smiles": "O=[N+]1CC1",
  "homo_lumo_gap_ev": 8.83,
  "charge": 1,
  "lumo_ev": -7.678,
  "multiplicity": 1
}



Respective ΔE to the lowest compared entry with this formula, charge and spin values: 70.6; 144.2; 105.9 kcal/mol.